Entry i
The following is a DFT calculation (the ωB97M-V functional and the def2-TZVPD basis) of a molecular structure, C55H50CdN3O5P2SSi.

Calculated values
charge	-1
gap between HOMO and LUMO	6.93	eV
LUMO	2.30	eV
2S+1	1
HOMO energy	-4.628	eV

Atoms and positions in Å:
Cd 0.247 -1.373 1.268
C 8.133 1.877 1.627
C 6.875 1.051 1.669
C 5.699 1.485 1.069
C 4.529 0.746 1.167
C 4.538 -0.442 1.878
C 5.709 -0.911 2.453
C 6.872 -0.170 2.342
S 3.009 -1.312 2.230
O 3.264 -2.067 3.440
O 2.645 -2.130 1.086
N 1.859 -0.217 2.396
C 1.602 0.361 3.609
C 2.541 0.581 4.611
C 2.178 1.132 5.843
C 0.881 1.482 6.119
C -0.110 1.289 5.138
C -1.477 1.573 5.359
C -2.391 1.323 4.375
C -1.937 0.799 3.155
N -0.680 0.532 2.904
C 0.242 0.750 3.871
H 7.966 2.825 1.117
H 8.929 1.340 1.108
H 8.486 2.088 2.638
H 5.688 2.425 0.531
H 3.609 1.070 0.697
H 5.682 -1.844 3.000
H 7.786 -0.528 2.801
H 3.566 0.296 4.425
H 2.942 1.269 6.599
H 0.605 1.886 7.085
H -1.785 1.965 6.322
H -3.443 1.534 4.508
H -2.636 0.605 2.348
O -2.013 0.198 -2.810
C -2.583 1.294 -3.431
C -3.695 1.137 -4.260
C -4.207 2.216 -4.955
C -3.599 3.456 -4.859
C -2.559 3.636 -3.968
C -2.074 2.584 -3.195
P -0.960 2.901 -1.750
C -1.996 4.261 -1.036
C -1.388 5.246 -0.254
C -2.129 6.278 0.296
C -3.500 6.340 0.096
C -4.129 5.324 -0.606
C -3.386 4.284 -1.147
C 0.290 3.878 -2.701
C 0.440 5.263 -2.723
C 1.541 5.841 -3.340
C 2.500 5.051 -3.954
C 2.313 3.677 -4.016
C 1.213 3.102 -3.405
C -1.762 -0.890 -3.619
C -1.932 -0.817 -5.000
C -1.754 -1.939 -5.789
C -1.374 -3.136 -5.224
C -1.105 -3.195 -3.868
C -1.284 -2.095 -3.038
P -0.893 -2.168 -1.230
C -2.427 -3.123 -0.769
C -3.276 -2.428 0.092
C -4.442 -3.004 0.574
C -4.779 -4.294 0.195
C -3.952 -4.989 -0.676
C -2.789 -4.409 -1.161
C 0.366 -3.500 -1.270
C 1.490 -3.324 -2.075
C 2.533 -4.234 -2.037
C 2.465 -5.341 -1.203
C 1.357 -5.515 -0.391
C 0.316 -4.599 -0.415
H -4.166 0.167 -4.335
H -5.080 2.084 -5.580
H -3.962 4.289 -5.448
H -2.116 4.617 -3.846
H -0.323 5.184 -0.063
H -1.632 7.039 0.886
H -4.076 7.165 0.497
H -5.204 5.339 -0.740
H -3.900 3.488 -1.668
H -0.297 5.901 -2.257
H 1.653 6.919 -3.325
H 3.385 5.505 -4.381
H 3.039 3.047 -4.515
H 1.073 2.031 -3.454
H -2.190 0.120 -5.469
H -1.923 -1.866 -6.856
H -1.278 -4.022 -5.839
H -0.741 -4.119 -3.439
H -2.999 -1.421 0.389
H -5.074 -2.457 1.263
H -5.672 -4.765 0.585
H -4.212 -5.996 -0.980
H -2.159 -4.975 -1.836
H 1.570 -2.444 -2.696
H 3.415 -4.064 -2.641
H 3.279 -6.055 -1.178
H 1.305 -6.366 0.278
H -0.539 -4.736 0.233
C 0.158 -2.762 4.593
Si -0.883 -2.843 2.990
C -2.637 -2.277 3.585
C -1.121 -4.747 2.789
H -0.130 -3.526 5.320
H 0.058 -1.786 5.076
H 1.217 -2.887 4.368
H -3.277 -3.135 3.800
H -3.147 -1.662 2.842
H -2.566 -1.677 4.495
H -1.376 -5.201 3.750
H -0.210 -5.228 2.425
H -1.925 -4.993 2.089
O 2.871 -0.503 -1.885
N 2.285 -0.161 -0.874
O 1.042 -0.477 -0.818

Entry ii
The following is a DFT calculation (the ωB97M-V functional and the def2-TZVPD basis) of a molecular structure, C55H50CdN3O5P2SSi.

Calculated values
charge	-1
gap between HOMO and LUMO	5.70	eV
LUMO	2.24	eV
2S+1	1
HOMO energy	-3.463	eV

Atoms and positions in Å:
Cd -1.349 -0.579 -0.049
C -3.632 0.916 6.837
C -2.789 0.230 5.798
C -3.338 -0.127 4.568
C -2.576 -0.766 3.606
C -1.249 -1.066 3.871
C -0.681 -0.722 5.085
C -1.455 -0.073 6.041
S -0.217 -1.782 2.618
O 0.966 -2.301 3.266
O 0.117 -0.618 1.734
N -1.186 -2.784 1.932
C -0.699 -3.566 0.904
C -0.468 -4.882 0.900
C -0.066 -5.663 -0.259
C -0.024 -5.371 -1.574
C -0.501 -4.206 -2.293
C -0.201 -3.990 -3.657
C -0.489 -2.791 -4.255
C -0.665 -1.647 -3.431
N -0.646 -1.672 -2.132
C -0.830 -2.925 -1.529
H -4.166 1.767 6.412
H -3.023 1.278 7.665
H -4.381 0.235 7.246
H -4.376 0.104 4.354
H -2.999 -1.040 2.651
H 0.355 -0.969 5.273
H -1.011 0.197 6.992
H -0.664 -5.409 1.823
H 0.287 -6.660 -0.008
H 0.353 -6.155 -2.226
H 0.275 -4.784 -4.221
H -0.339 -2.635 -5.315
H -0.654 -0.664 -3.900
O 2.532 2.385 0.255
C 3.748 2.074 -0.316
C 4.687 3.040 -0.672
C 5.925 2.647 -1.153
C 6.242 1.302 -1.274
C 5.280 0.358 -0.961
C 4.011 0.719 -0.511
P 2.674 -0.545 -0.299
C 3.023 -1.428 -1.875
C 2.434 -0.853 -3.002
C 2.689 -1.349 -4.270
C 3.516 -2.452 -4.430
C 4.080 -3.052 -3.316
C 3.838 -2.541 -2.047
C 3.473 -1.578 0.970
C 4.268 -0.989 1.952
C 4.780 -1.741 2.997
C 4.509 -3.100 3.071
C 3.703 -3.689 2.111
C 3.170 -2.934 1.078
C 2.001 3.645 0.134
C 2.604 4.737 0.755
C 2.068 6.001 0.597
C 0.913 6.176 -0.165
C 0.272 5.066 -0.681
C 0.784 3.776 -0.512
P -0.293 2.295 -0.779
C -1.555 2.819 0.447
C -2.605 3.699 0.196
C -3.445 4.095 1.224
C -3.244 3.618 2.512
C -2.206 2.734 2.768
C -1.368 2.330 1.739
C -1.060 2.637 -2.396
C -2.337 2.144 -2.658
C -2.875 2.222 -3.934
C -2.141 2.785 -4.967
C -0.863 3.268 -4.718
C -0.324 3.192 -3.442
H 4.465 4.093 -0.591
H 6.646 3.407 -1.427
H 7.214 0.993 -1.634
H 5.499 -0.693 -1.092
H 1.761 -0.012 -2.877
H 2.222 -0.888 -5.130
H 3.701 -2.854 -5.418
H 4.713 -3.923 -3.431
H 4.299 -3.012 -1.189
H 4.494 0.069 1.902
H 5.392 -1.264 3.752
H 4.910 -3.693 3.883
H 3.468 -4.743 2.174
H 2.506 -3.404 0.363
H 3.485 4.577 1.362
H 2.546 6.847 1.073
H 0.491 7.161 -0.308
H -0.671 5.191 -1.198
H -2.781 4.065 -0.809
H -4.268 4.768 1.016
H -3.907 3.922 3.312
H -2.056 2.333 3.762
H -0.574 1.616 1.944
H -2.911 1.678 -1.863
H -3.866 1.824 -4.117
H -2.559 2.840 -5.964
H -0.279 3.700 -5.520
H 0.676 3.567 -3.261
C -4.602 -2.160 0.642
Si -3.881 -0.674 -0.267
C -4.307 -0.946 -2.090
C -4.819 0.856 0.343
H -5.678 -2.186 0.438
H -4.466 -2.139 1.722
H -4.141 -3.072 0.259
H -5.364 -0.731 -2.272
H -4.115 -1.991 -2.340
H -3.706 -0.344 -2.774
H -5.890 0.710 0.170
H -4.523 1.783 -0.151
H -4.668 1.005 1.415
O -2.618 -4.247 -0.886
N -2.072 -3.627 -1.854
O -0.352 -2.797 -0.221

Most stable: entry i (next structure +55.6 kcal/mol)

Entry i
The following is a DFT calculation (the ωB97M-V functional and the def2-TZVPD basis) of C2H3Cl2F in the gas phase.

Calculated values
gap between HOMO and LUMO	11.87	eV
LUMO	0.81	eV
2S+1	1
HOMO energy	-11.059	eV

Atoms and positions in Å:
F 0.830 1.036 -1.160
C 0.719 0.180 -0.132
Cl 1.488 -1.361 -0.572
C -0.757 0.008 0.285
Cl -1.906 -0.799 -0.789
H 1.279 0.673 0.645
H -0.539 -0.722 1.113
H -1.115 0.983 0.608

Entry ii
The following is a DFT calculation (the ωB97M-V functional and the def2-TZVPD basis) of a molecular structure, C2H3Cl2F.

Calculated values
gap between HOMO and LUMO	11.78	eV
LUMO	0.85	eV
2S+1	1
HOMO energy	-10.931	eV

Atoms and positions in Å:
C 0.455 -0.440 -0.332
C -0.519 0.230 0.400
H 0.296 -0.241 -1.506
H 0.528 -1.467 -0.055
H -0.228 0.456 1.523
F -0.705 1.468 -0.178
Cl 2.162 -0.105 0.060
Cl -1.801 -0.524 0.012

Most stable: entry i (next structure +38.9 kcal/mol)

Entry i
The following is a DFT calculation (the ωB97M-V functional and the def2-TZVPD basis) of 2 unconnected molecules or ions with the total composition C5H4O3.

Calculated values
gap between HOMO and LUMO	7.05	eV
LUMO	-1.37	eV
2S+1	1
HOMO energy	-8.420	eV

Atoms and positions in Å:
C -0.165 0.771 1.484
C -0.239 0.324 0.128
C 0.239 1.113 -1.044
C 0.566 -0.001 -1.817
C -0.260 -1.154 -0.227
H -0.682 2.873 1.139
H -0.054 -0.145 2.220
H 0.558 2.189 -1.363
H 1.157 -0.099 -2.663
O -0.095 1.983 2.162
O 0.626 -1.313 -1.386
O -0.759 -2.061 0.415

Entry ii
The following is a DFT calculation (the ωB97M-V functional and the def2-TZVPD basis) of C5H4O3 in the gas phase.

Calculated values
gap between HOMO and LUMO	9.18	eV
LUMO	-0.39	eV
2S+1	1
HOMO energy	-9.571	eV

Atoms and positions in Å:
C 0.247 -2.991 -0.094
C -0.297 -1.918 0.400
C -0.615 -0.595 0.742
C 0.117 0.339 -0.357
O 1.270 0.056 -0.690
C -0.182 1.979 -0.123
O -0.973 2.270 0.689
O 0.705 2.776 -0.730
H 0.504 -3.903 -0.513
H -0.252 0.104 1.585
H -1.654 -0.457 0.491
H 1.131 2.340 -1.398

Entry iii
The following is a DFT calculation (the ωB97M-V functional and the def2-TZVPD basis) of C5H4O3 in the gas phase.

Calculated values
gap between HOMO and LUMO	9.53	eV
LUMO	0.23	eV
2S+1	1
HOMO energy	-9.300	eV

Atoms and positions in Å:
O -1.440 -2.076 -0.429
C -0.747 -1.132 -0.306
C 0.615 -1.210 -1.009
C 1.473 -0.256 -0.746
O 1.149 0.911 -0.027
C -0.105 1.101 0.496
O -0.090 2.160 1.358
C -1.091 0.117 0.366
H 0.769 -2.162 -1.624
H 2.598 -0.289 -0.965
H 0.918 2.351 1.676
H -2.101 0.415 0.889

Most stable: entry iii (next structure +46.2 kcal/mol)

Entry i
The following is a DFT calculation (the ωB97M-V functional and the def2-TZVPD basis) of C2H4OSSi in the gas phase.

Calculated values
gap between HOMO and LUMO (alpha / beta)	6.40 / 6.29	eV
LUMO (alpha / beta)	-2.87 / -2.91	eV
2S+1	1
HOMO energy (alpha / beta)	-9.270 / -9.198	eV

Atoms and positions in Å:
C 0.482 -0.694 -0.012
C -0.767 -1.146 -0.036
O -0.983 1.734 -0.028
Si 0.498 1.215 0.022
S -2.258 -0.371 0.042
H 1.346 -1.302 -0.197
H -0.675 -2.180 -0.105
H 0.867 1.414 1.414
H 1.490 1.329 -1.100

Entry ii
The following is a DFT calculation (the ωB97M-V functional and the def2-TZVPD basis) of 2 unconnected molecules or ions with the total composition C2H4OSSi.

Calculated values
gap between HOMO and LUMO (alpha / beta)	6.34 / 5.78	eV
LUMO (alpha / beta)	-2.11 / -2.48	eV
2S+1	1
HOMO energy (alpha / beta)	-8.446 / -8.255	eV

Atoms and positions in Å:
C -0.498 -0.996 -0.544
C 0.015 -1.177 0.718
O 1.005 3.740 -0.968
Si 0.532 2.690 -0.016
S 0.861 0.073 1.594
H -1.255 -1.674 -0.920
H -0.135 -2.215 1.067
H -0.564 2.420 0.897
H -0.469 -0.046 -0.991

Most stable: entry i (next structure +2.6 kcal/mol)